# 1
C23H28BrN3O2 in the gas phase, computed with ωB97M-V/def2-TZVPD.

Cartesian coordinates (Å):
C1 3.06959 4.03253 0.99153
C2 2.15218 2.83724 0.70483
N1 1.46484 2.23359 1.82760
C3 0.34501 2.95840 2.38499
C4 0.65028 4.02495 3.44568
C5 2.28865 1.54326 2.79467
C6 2.87152 0.24172 2.21516
N2 1.85193 -0.53782 1.55670
C7 1.75669 -0.54779 0.19625
O1 2.65530 -0.14773 -0.52331
C8 0.49793 -1.08864 -0.33627
C9 -0.34303 -2.05412 0.17273
C10 -0.15934 -2.91927 1.37056
N3 -1.40689 -2.23249 -0.67954
C11 -2.45773 -3.15594 -0.53564
C12 -3.21540 -3.19100 0.63016
C13 -4.25253 -4.09769 0.75129
C14 -4.54655 -4.96501 -0.28734
C15 -3.79683 -4.92632 -1.45145
C16 -2.75273 -4.02900 -1.57820
C17 -1.26498 -1.37637 -1.74957
C18 -2.09501 -1.13988 -2.83723
C19 -1.68081 -0.18493 -3.73732
Br1 -2.75303 0.19335 -5.25675
C20 -0.48435 0.54606 -3.59327
O2 -0.23210 1.44509 -4.58128
C21 0.94704 2.20530 -4.50152
C22 0.32064 0.31944 -2.49386
C23 -0.07409 -0.64552 -1.56999
H1 3.78135 3.79759 1.77918
H2 3.62900 4.27599 0.09162
H3 2.50079 4.91137 1.28418
H4 2.74170 2.05319 0.22481
H5 1.38152 3.14417 -0.00898
H6 -0.18776 3.42345 1.55205
H7 -0.33078 2.21788 2.83414
H8 1.26667 4.82192 3.04209
H9 1.16742 3.58770 4.29652
H10 -0.28317 4.45810 3.79771
H11 3.12079 2.15120 3.18381
H12 1.64552 1.28103 3.64031
H13 3.31938 -0.34297 3.02563
H14 3.63781 0.45069 1.46730
H15 1.00202 -0.67215 2.08047
H16 -0.58869 -3.90443 1.19396
H17 -0.64482 -2.49751 2.25226
H18 0.90151 -3.02764 1.58368
H19 -3.00020 -2.49840 1.42936
H20 -4.83837 -4.12048 1.65801
H21 -5.35962 -5.66814 -0.19074
H22 -4.02234 -5.60105 -2.26338
H23 -2.15447 -4.00464 -2.47646
H24 -3.02617 -1.66555 -2.97893
H25 0.95491 2.83695 -3.60735
H26 1.83533 1.56623 -4.49992
H27 0.95160 2.83396 -5.39042
H28 1.24288 0.85015 -2.33050

Atoms 1-2, force components in eV/Å:
C -0.251 -0.174 -0.005
C 0.173 0.081 -0.090

Summary:
LUMO level: 0.5 eV
SMILES: CCN(CC)CCNC(=O)c1c(C)n(-c2ccccc2)c2cc(Br)c(OC)cc12
HOMO: -7.87 eV
HOMO-LUMO gap: 8.4 eV
2S+1: 1

Löwdin atomic charge list, values in e, 4 entries: number 1, C, carries -0.074; number 2, C, carries -0.235; number 3, N, carries -0.196; number 4, C, carries -0.247

# 2
17 unconnected molecules or ions with the total composition C23H28Cl48INO3 at a distorted geometry, computed with ωB97M-V/def2-TZVPD.

Cartesian coordinates (Å):
C1 -3.22146 2.03951 2.82398
C2 -2.89111 0.95171 1.59930
C3 -3.01415 -0.62224 2.15048
C4 -3.95816 -1.56143 1.19449
N1 -5.25623 -2.01879 1.82126
C5 -5.97275 -0.91772 2.57068
I1 -5.94012 -1.00721 4.80077
C6 -7.57143 -1.32919 2.30195
O1 -7.70960 -0.82208 0.92454
C7 -6.88480 0.40769 0.77207
O2 -6.87303 1.30759 -0.23211
O3 -6.04890 0.44077 1.98877
H1 -2.24981 2.30023 3.42261
H2 -3.59039 3.05407 2.32288
H3 -4.10943 1.66377 3.51630
H4 -3.76252 1.05036 0.79107
H5 -1.84158 1.16558 1.09111
H6 -1.90238 -1.04915 2.07390
H7 -3.29138 -0.62905 3.28766
H8 -3.32965 -2.55297 0.97768
H9 -4.14952 -1.09201 0.11381
H10 -5.15832 -2.89722 2.37584
H11 -8.29328 -0.63682 2.95184
H12 -7.70686 -2.49062 2.42364
C8 -0.30167 1.75049 -1.77980
Cl1 -0.65423 0.24188 -0.92003
Cl2 -1.67950 2.23009 -2.78535
Cl3 0.11019 3.03783 -0.63399
H13 0.55881 1.58199 -2.43236
C9 1.12983 -3.55911 -1.01492
Cl4 0.28360 -3.05575 -2.48799
Cl5 2.66417 -2.68831 -0.85048
Cl6 0.10933 -3.29579 0.40951
H14 1.34669 -4.62772 -1.09040
C10 3.99483 3.69112 0.31800
Cl7 4.57589 5.14598 -0.50974
Cl8 4.11044 2.28066 -0.74821
Cl9 4.90841 3.41844 1.81158
H15 2.94404 3.84006 0.57937
C11 1.62305 -7.62854 0.74637
Cl10 2.57187 -7.90534 2.21692
Cl11 0.85613 -6.03189 0.79215
Cl12 2.64519 -7.78667 -0.69238
H16 0.83736 -8.38667 0.69564
C12 6.85981 0.03227 -2.47614
Cl13 6.76015 1.35212 -3.65406
Cl14 7.81693 0.52530 -1.06887
Cl15 5.23855 -0.47999 -1.97726
H17 7.35817 -0.81654 -2.95133
C13 6.53514 3.44742 -7.16972
Cl16 8.01502 3.95390 -8.00210
Cl17 5.77940 4.82503 -6.35082
Cl18 5.40217 2.70467 -8.31184
H18 6.80188 2.70254 -6.41563
C14 -2.30517 -5.46298 -4.43889
Cl19 -1.72411 -4.00811 -5.26663
Cl20 -2.18956 -6.87343 -5.50510
Cl21 -1.39159 -5.73566 -2.94531
H19 -3.35596 -5.31404 -4.17752
C15 -6.10603 -4.75310 -0.42242
Cl22 -7.42724 -5.00783 -1.57522
Cl23 -6.16771 -5.96194 0.87159
Cl24 -4.53987 -4.80653 -1.24948
H20 -6.22554 -3.76312 0.02514
C16 0.09483 1.57455 -6.29696
Cl25 0.67589 3.02941 -7.12471
Cl26 0.21044 0.16409 -7.36317
Cl27 1.00841 1.30187 -4.80339
H21 -0.95596 1.72349 -6.03560
C17 6.45584 6.69671 3.59802
Cl28 8.08248 6.07902 3.93257
Cl29 5.47778 6.70583 5.07547
Cl30 6.53958 8.32209 2.89738
H22 5.97793 6.03325 2.87272
C18 -1.06792 6.41902 1.44991
Cl31 0.40762 5.49249 1.12782
Cl32 -0.71035 7.82410 2.46845
Cl33 -1.82659 6.92816 -0.06829
H23 -1.76915 5.77449 1.98611
C19 -5.16486 -10.21696 1.64399
Cl34 -3.68498 -9.71048 0.81161
Cl35 -5.92060 -8.83935 2.46288
Cl36 -6.29783 -10.95971 0.50187
H24 -4.89812 -10.96184 2.39808
C20 4.31102 -5.95781 5.34062
Cl37 4.60168 -7.62388 4.81229
Cl38 5.66999 -5.36721 6.31219
Cl39 4.03876 -4.90107 3.94458
H25 3.41215 -5.94551 5.96233
C21 -11.29730 -2.66306 1.05786
Cl40 -10.86646 -0.94629 0.97737
Cl41 -10.11406 -3.64345 0.17564
Cl42 -11.41420 -3.19669 2.74349
H26 -12.27437 -2.79542 0.58619
C22 7.27475 9.67798 7.28811
Cl43 8.90139 9.06030 7.62266
Cl44 6.29669 9.68710 8.76556
Cl45 7.35849 11.30336 6.58747
H27 6.79684 9.01452 6.56280
C23 10.37872 7.37950 -7.43074
Cl46 10.27906 8.69935 -8.60866
Cl47 11.33584 7.87253 -6.02348
Cl48 8.75746 6.86725 -6.93187
H28 10.87708 6.53069 -7.90594

Atoms 1-2, force components in eV/Å:
C -0.121 0.386 -1.019
C -1.298 -0.037 0.469

Summary:
LUMO level: -0.5 eV
HOMO: -9.74 eV
HOMO-LUMO gap: 9.2 eV
2S+1: 1

Löwdin atomic charge list, values in e, 4 entries: number 1, C, carries -0.136; number 2, C, carries -0.245; number 3, C, carries -0.184; number 4, C, carries -0.202

# 3
A molecular structure, C23H28N3NaOPSSi at a distorted geometry, computed with ωB97M-V/def2-TZVPD.

Cartesian coordinates (Å):
Na1 0.16039 0.93654 -0.38857
O1 0.87149 2.83787 -0.71340
N1 0.47784 4.08518 -0.52709
C1 1.40918 5.06291 -0.52950
C2 1.08888 6.37489 -0.32745
C3 -0.25961 6.70267 -0.12333
C4 -1.20294 5.71251 -0.14299
C5 -0.86790 4.34571 -0.34018
S1 -2.00136 3.09888 -0.34898
H1 2.42033 4.72319 -0.69727
H2 1.86472 7.12646 -0.32705
H3 -0.55064 7.73109 0.05214
H4 -2.25102 5.92963 0.00099
C6 -5.51457 0.48290 1.42669
C7 -4.27105 0.41282 2.03952
C8 -3.16344 -0.02812 1.32590
C9 -3.26808 -0.41064 -0.01875
C10 -4.52958 -0.31772 -0.61515
C11 -5.64096 0.11724 0.09401
Si1 -1.76420 -1.00746 -1.05179
C12 -2.03642 -2.90761 -0.79766
C13 -2.30880 -3.75557 -1.87325
C14 -2.38184 -5.13695 -1.72230
C15 -2.15516 -5.71029 -0.48067
C16 -1.88956 -4.89068 0.61073
C17 -1.85225 -3.51140 0.45686
H5 -6.37813 0.83048 1.98176
H6 -4.16981 0.70806 3.07786
H7 -2.19537 -0.08289 1.80829
H8 -4.63951 -0.58809 -1.66248
H9 -6.60885 0.17400 -0.39144
H10 -0.51817 -1.00282 0.51803
H11 -2.45904 -3.32384 -2.85898
H12 -2.60012 -5.76768 -2.57685
H13 -2.17820 -6.78781 -0.36468
H14 -1.70989 -5.33263 1.58503
H15 -1.61953 -2.87960 1.30599
C18 1.51225 -2.68315 -1.20118
P1 2.46656 -1.33822 -0.38620
C19 4.16552 -1.91812 -0.83873
C20 2.41414 -1.98265 1.33591
H16 1.96120 -3.66321 -1.01848
H17 1.43271 -2.50079 -2.27313
H18 0.51181 -2.66443 -0.76897
H19 4.31366 -2.95498 -0.52803
H20 4.90589 -1.28759 -0.34323
H21 4.31092 -1.83407 -1.91692
H22 2.64018 -3.05210 1.35296
H23 1.39789 -1.82257 1.70024
H24 3.11316 -1.43388 1.96596
N2 3.27484 2.02433 0.35479
C21 4.44262 2.03616 -0.31236
C22 5.39478 1.51298 0.53518
C23 4.67797 1.20668 1.70854
N3 3.39429 1.51865 1.58656
H25 2.34921 2.32162 -0.00361
H26 4.51737 2.40704 -1.32169
H27 6.44498 1.37478 0.34031
H28 5.05120 0.78228 2.62810

Atoms 1-2, force components in eV/Å:
Na -0.412 -0.394 0.027
O 0.688 0.604 -0.119

Summary:
LUMO level: 2.2 eV
Total charge: -1
HOMO: -3.99 eV
HOMO-LUMO gap: 6.2 eV
2S+1: 1

Löwdin atomic charge list, values in e, 4 entries: number 1, Na, carries 0.053; number 2, O, carries -0.293; number 3, N, carries -0.204; number 4, C, carries -0.044